# 1
Formula: C31H49AuClO2P2
Source: the Open Molecules 2025 dataset
Level of theory: wB97M-V/def2-TZVPD

Properties
frontier orbital gap (spin up / spin down): 5.62 / 4.08 eV
max |F|: 8.020 eV/A
expectation value of S²: 2.004
total energy: -2639.281841 hartree
lowest unoccupied orbital energy (spin up / spin down): -4.03 / -5.55 eV

Geometry as ORCA input:
```
! RIJCOSX wB97M-V def2-TZVPD def2/J DEFGRID3
* xyz 1 3
Au 0.1129 -0.9326 -2.7735
C -2.6431 1.8846 0.2490
C -2.9791 0.9667 -0.7773
C -2.6155 -0.2292 1.1505
C -2.4515 1.1486 1.4478
C -2.9658 -0.3428 -0.2238
C -2.5616 3.3530 0.0928
H -2.0923 3.6183 -0.8642
H -1.9725 3.8002 0.9017
H -3.5588 3.8200 0.1083
C -2.1719 1.6883 2.7901
H -2.1020 2.7805 2.7759
H -1.2203 1.2774 3.1651
H -2.9600 1.4004 3.5033
C -2.4854 -1.3171 2.1404
H -3.2866 -1.2608 2.8943
H -1.5286 -1.2349 2.6793
H -2.5392 -2.3024 1.6643
C -3.3033 -1.5774 -0.9645
H -4.3336 -1.5399 -1.3547
H -3.2183 -2.4620 -0.3235
H -2.6302 -1.7141 -1.8280
C -3.3226 1.3359 -2.1670
H -4.1997 2.0025 -2.2063
H -3.5527 0.4482 -2.7663
H -2.4918 1.8714 -2.6515
C 1.6448 0.3163 -3.2607
C 0.3724 1.0181 -3.2607
C -0.3132 1.3852 -4.5564
C -1.2764 0.2859 -5.0653
C -0.9891 -1.0659 -4.4592
C 0.3052 -1.6925 -4.6442
C 1.4191 -1.0301 -5.4242
C 2.2951 -0.0704 -4.5656
H 0.4010 1.6599 -5.3509
H -1.2738 0.2654 -6.1690
H -0.9047 2.3017 -4.3882
H 2.5920 0.8074 -5.1659
H 2.2971 0.4737 -2.3988
H 0.1735 1.6639 -2.4040
H 3.2396 -0.5949 -4.3429
H 2.0841 -1.8264 -5.7994
H 0.3375 -2.7895 -4.5885
H 1.0562 -0.5071 -6.3242
H -2.3002 0.5835 -4.7862
H -1.8456 -1.7335 -4.3273
P 2.0962 2.2942 0.4908
C 1.4169 3.1882 1.9448
H 2.2178 3.7656 2.4253
H 1.0145 2.4306 2.6327
H 0.6029 3.8449 1.6115
C 3.6396 1.6553 1.2445
H 4.1634 2.4981 1.7130
H 4.2542 1.2278 0.4424
H 3.4030 0.8644 1.9891
C 2.7322 3.7388 -0.4513
H 3.0188 3.3963 -1.4532
H 3.5981 4.1779 0.0603
H 1.9260 4.4776 -0.5477
P 0.9027 -2.7730 -1.0254
C -0.4068 -4.0123 -1.1805
H 0.0184 -5.0251 -1.2078
H -0.9450 -3.8188 -2.1192
H -1.1177 -3.9276 -0.3460
C 2.4479 -3.4951 -1.6339
H 2.4915 -3.3819 -2.7269
H 2.5087 -4.5634 -1.3799
H 3.3045 -2.9652 -1.1934
C 1.0695 -2.2049 0.6749
H 1.3601 -3.0161 1.3623
H 0.1219 -1.7649 1.0235
H 1.8300 -1.4120 0.7440
Cl -0.0839 -1.7528 9.1534
C 0.3676 -1.2922 7.5682
C 1.1087 -2.1797 6.7660
C 1.4871 -1.7896 5.4785
C 1.0975 -0.5479 4.9722
C 0.3677 0.3352 5.7766
C 0.0040 -0.0261 7.0778
C 1.4786 -0.1723 3.5585
O 2.6619 -0.4443 3.2170
O 0.5792 0.3669 2.8447
H 1.3870 -3.1542 7.1571
H 2.0955 -2.4488 4.8598
H 0.0956 1.3159 5.3840
H -0.5566 0.6569 7.7118
*
```

For reference, the Mulliken charges in units of e are:
1 Au -0.045
2 C 0.305
3 C 1.090
4 C 0.516
5 C 0.661
6 C 0.559
7 C -1.679
8 H 0.335
9 H 0.325
10 H 0.346
11 C -0.820
12 H 0.420
13 H -0.173
14 H 0.373
15 C -1.300
16 H 0.401
17 H 0.116
18 H 0.364
19 C -1.156
20 H 0.379
21 H 0.361
22 H -0.044
23 C -1.323
24 H 0.460
25 H 0.409
26 H 0.012
27 C -0.203
28 C -0.312
29 C -0.918
30 C -1.100
31 C -0.297
32 C -0.581
33 C -0.776
34 C -1.161
35 H 0.354
36 H 0.487
37 H 0.450
38 H 0.413
39 H 0.510
40 H 0.781
41 H 0.408
42 H 0.415
43 H 0.642
44 H 0.270
45 H 0.275
46 H 0.795
47 P 0.885
48 C -0.947
49 H 0.450
50 H -0.015
51 H 0.265
52 C -1.153
53 H 0.446
54 H 0.371
55 H 0.163
56 C -1.350
57 H 0.329
58 H 0.376
59 H 0.374
60 P 0.929
61 C -1.212
62 H 0.494
63 H 0.283
64 H 0.263
65 C -1.234
66 H 0.302
67 H 0.464
68 H 0.361
69 C -0.766
70 H 0.563
71 H -0.111
72 H 0.134
73 Cl -0.216
74 C 0.372
75 C -0.691
76 C -0.407
77 C 0.361
78 C -0.084
79 C -0.733
80 C -0.032
81 O -0.859
82 O -0.307
83 H 0.390
84 H 0.405
85 H 0.389
86 H 0.402

# 2
Formula: C31H49ClFPRe
Source: the Open Molecules 2025 dataset
Level of theory: wB97M-V/def2-TZVPD

Properties
frontier orbital gap (spin up / spin down): 7.96 / 7.37 eV
max |F|: 6.182 eV/A
expectation value of S²: 3.800
total energy: -2190.173089 hartree
lowest unoccupied orbital energy (spin up / spin down): 0.10 / -0.39 eV

Geometry as ORCA input:
```
! RIJCOSX wB97M-V def2-TZVPD def2/J DEFGRID3
* xyz 0 4
Re -0.0428 -0.1556 0.4072
P 0.2606 -1.9880 -0.9916
Cl 0.8588 -1.2921 2.2924
C 0.8878 0.8043 -1.3581
H 1.7224 0.6901 -2.0859
H 1.7471 1.0200 -0.6061
C -0.7103 -3.2547 -0.0192
C 2.0903 -2.4571 -0.9082
C -0.9779 -4.6390 -0.6382
H -0.0757 -3.4014 0.8725
C -1.5884 -5.5528 0.4311
H -1.6741 -4.5478 -1.4842
H -0.0536 -5.0976 -1.0166
C -2.8354 -4.9514 1.0970
H -1.8391 -6.5222 -0.0178
H -0.8312 -5.7444 1.2043
C -2.6430 -3.4941 1.5366
H -3.6855 -5.0193 0.4045
H -3.1014 -5.5619 1.9683
C -2.0200 -2.6179 0.4326
H -3.6045 -3.0678 1.8469
H -1.9784 -3.4639 2.4117
H -2.7103 -2.5531 -0.4252
H -1.8615 -1.5749 0.8164
C -0.1729 -2.3242 -2.8453
C 2.8962 -1.8832 -2.0825
H 2.4194 -1.9445 0.0142
C 4.3973 -2.0788 -1.8433
H 2.6127 -2.3847 -3.0176
H 2.6701 -0.8205 -2.2240
C 4.7739 -3.5330 -1.5345
H 4.9505 -1.7334 -2.7248
H 4.6997 -1.4426 -1.0007
C 3.8688 -4.1925 -0.4848
H 4.7492 -4.1229 -2.4612
H 5.8107 -3.5669 -1.1794
C 2.3718 -3.9538 -0.7146
H 4.0616 -5.2713 -0.4589
H 4.1290 -3.7980 0.5066
H 2.0424 -4.5207 -1.5979
H 1.8060 -4.3492 0.1413
C -1.6729 -2.2240 -3.1578
H 0.3545 -1.4773 -3.3225
C -1.9511 -2.2619 -4.6712
H -2.1945 -3.0652 -2.6791
H -2.1105 -1.3077 -2.7409
C -1.3440 -3.4831 -5.3723
H -3.0356 -2.2472 -4.8344
H -1.5440 -1.3511 -5.1328
C 0.1191 -3.7125 -4.9751
H -1.9374 -4.3774 -5.1347
H -1.4081 -3.3528 -6.4594
C 0.3614 -3.6323 -3.4592
H 0.4477 -4.6949 -5.3381
H 0.7467 -2.9629 -5.4778
H -0.1442 -4.4831 -2.9821
H 1.4321 -3.7670 -3.2698
C -1.3433 0.6912 -0.9974
C -0.2541 1.2303 -2.0885
H -1.7484 -0.2688 -1.4009
C -0.3309 2.6902 -2.4975
H -0.2750 0.5997 -2.9850
C -0.9092 3.5109 -1.3710
H 0.6394 3.0875 -2.8055
H -0.9593 2.8499 -3.3755
C -2.3006 3.1001 -1.0150
H -0.2698 3.3873 -0.5029
H -0.8762 4.5721 -1.5624
C -2.4555 1.6355 -0.5737
H -2.7414 3.7286 -0.2417
H -2.9692 3.2474 -1.8705
H -2.6315 1.5687 0.4920
H -3.3643 1.1868 -1.0083
F -0.4461 4.7958 4.4361
C -0.3734 3.7970 3.5163
C 0.7298 3.7670 2.6491
C 0.7719 2.7057 1.7110
C -0.2095 1.7233 1.6944
C -1.2922 1.7998 2.5559
C -1.4267 2.8445 3.5102
H 1.5047 4.5236 2.6907
H 1.6173 2.6685 0.9841
H -2.1056 1.0384 2.5132
H -2.2601 2.9113 4.1731
*
```

For reference, the Mulliken charges in units of e are:
1 Re 0.663
2 P 0.064
3 Cl -0.450
4 C -1.724
5 H 0.594
6 H 0.394
7 C -0.363
8 C 0.100
9 C -0.758
10 H 1.119
11 C -0.932
12 H 0.279
13 H 0.176
14 C -0.738
15 H 0.408
16 H 0.396
17 C -0.828
18 H 0.310
19 H 0.408
20 C 0.398
21 H 0.417
22 H 0.353
23 H 0.143
24 H -0.442
25 C 0.103
26 C 0.002
27 H 1.008
28 C -0.896
29 H 0.217
30 H -0.479
31 C -0.705
32 H 0.398
33 H 0.368
34 C -0.988
35 H 0.321
36 H 0.381
37 C -0.607
38 H 0.401
39 H 0.382
40 H 0.141
41 H 0.279
42 C -0.287
43 H 0.730
44 C -0.852
45 H 0.202
46 H 0.066
47 C -0.780
48 H 0.420
49 H 0.358
50 C -1.113
51 H 0.346
52 H 0.418
53 C -0.431
54 H 0.411
55 H 0.374
56 H 0.167
57 H 0.101
58 C 0.910
59 C 0.625
60 H -1.100
61 C -1.243
62 H -0.211
63 C -0.204
64 H 0.450
65 H 0.439
66 C -1.006
67 H -0.265
68 H 0.458
69 C -0.531
70 H 0.454
71 H 0.339
72 H -0.027
73 H 0.455
74 F -0.349
75 C 0.354
76 C -0.768
77 C 0.158
78 C 0.105
79 C 0.137
80 C -0.965
81 H 0.448
82 H 0.131
83 H 0.272
84 H 0.487

Among the records above, which one has the highest expectation value of S²? C31H49ClFPRe

Among the records above, which one has the highest max |F|? C31H49AuClO2P2

Which value of total energy does entry 2 give? -2190.173089 hartree

The lowest expectation value of S² belongs to which entry? C31H49AuClO2P2